1.
C26H67F8N7O20P2S4V2 | the ωB97M-V functional and the def2-TZVPD basis

Structure (XYZ):
```
136
Properties=species:S:1:pos:R:3:mulliken_charge:R:1
V 2.84 0.94 2.49 -0.231
V 0.82 -3.95 -0.36 0.912
S -0.40 -4.56 -3.53 0.962
S 1.65 2.13 5.45 0.956
S -1.50 -2.89 -2.38 0.597
S 0.35 0.43 4.62 0.752
P 1.22 -0.26 -0.31 -3.034
P 3.25 -2.73 2.16 0.158
F -0.07 0.39 -1.05 1.027
F 2.99 2.97 5.09 -0.335
F 0.38 -0.49 3.28 -0.023
F 4.76 -2.97 1.57 -0.311
F 0.65 -5.72 -3.13 -0.316
F 3.25 -3.54 3.60 -0.280
F 2.48 0.07 -1.27 0.002
F -1.65 -2.37 -0.89 -0.297
O -0.87 1.18 4.38 -0.580
O -0.61 -4.49 1.22 0.075
O -10.13 1.28 0.78 -0.304
O 0.41 -3.75 -4.46 -0.549
O 2.25 2.88 1.80 0.070
O 4.65 0.66 3.87 0.008
O -3.32 4.72 -2.31 -0.383
O 0.68 3.22 5.40 -0.586
O -3.63 0.80 0.18 -0.130
O 3.14 -1.22 2.40 0.043
O 2.75 -4.17 -1.57 0.445
O 2.36 -3.46 1.20 -0.480
O -0.88 -1.72 -3.00 -0.581
O 1.53 0.43 0.98 1.492
O -1.53 -5.35 -4.03 -0.612
O 0.91 -1.79 -0.30 1.722
O 0.33 -0.56 5.70 -0.607
O -2.91 -3.24 -2.61 -0.653
O 2.53 2.85 -2.69 -0.112
O 1.99 1.51 6.75 -0.636
N -6.89 -0.19 1.49 -0.284
N -2.50 1.04 -2.54 -0.162
N 4.55 0.72 -3.13 -0.534
N 1.83 1.18 4.23 0.365
N 1.35 -6.06 -0.04 0.125
N 4.60 1.46 1.23 0.101
N -0.55 -3.97 -1.90 0.250
C 0.86 -6.39 1.30 -0.864
C 5.62 2.01 2.17 -0.750
C -2.44 2.52 -2.81 1.495
C 3.21 2.68 -3.90 -1.004
C -1.84 -3.90 1.78 -0.816
C -3.43 3.39 -1.96 -0.525
C 5.83 0.98 3.25 -0.756
C -0.57 -5.92 1.46 -0.692
C 4.88 -0.40 4.83 -0.893
C 3.21 3.52 0.94 -1.072
C 3.14 -3.42 -2.67 -1.055
C -8.27 -0.09 1.04 -0.493
C -10.83 2.47 1.11 -0.770
C 1.13 2.85 -2.69 -0.983
C 1.16 3.75 2.10 -1.014
C -5.89 0.44 0.69 -0.534
C -4.36 5.57 -1.87 -0.789
C -2.66 2.62 -4.36 -1.626
C -8.72 1.39 0.93 -0.572
C 3.24 -5.54 -1.54 -0.872
C 4.07 2.47 0.27 0.542
C 5.64 2.13 -4.81 -1.602
C 4.64 2.07 -3.62 0.682
C -2.29 1.19 0.63 -0.836
C 2.77 -6.25 -0.23 -0.817
C -4.49 0.23 1.19 -0.619
H -1.71 0.31 0.90 0.104
H 3.83 4.13 1.60 0.380
H 2.70 2.15 -4.70 0.448
H -1.36 -6.43 0.91 0.461
H -1.73 2.32 -4.84 0.367
H -6.03 1.51 0.55 0.238
H 0.73 1.84 -2.72 0.288
H -8.44 1.80 1.90 0.362
H 1.01 -6.74 -0.71 0.226
H 3.32 -5.80 0.59 0.199
H 0.66 3.37 -3.53 0.526
H -2.67 -4.24 1.17 0.314
H -8.86 -0.60 1.81 0.327
H 4.06 0.12 -3.77 0.304
H -1.43 2.87 -2.58 -0.780
H 6.30 0.18 2.69 0.422
H 5.10 0.81 0.65 0.239
H -6.74 -1.19 1.53 0.254
H -4.40 -0.82 1.47 0.153
H -1.74 1.82 -0.07 -0.078
H -8.37 -0.53 0.05 0.296
H 4.98 2.81 -2.90 0.128
H 4.23 -3.35 -2.60 0.293
H -5.85 -0.02 -0.29 0.311
H 4.93 2.82 -0.30 0.453
H -1.76 -2.81 1.71 0.085
H -11.90 2.46 0.94 0.279
H 1.53 -5.93 2.03 0.192
H -4.02 6.56 -2.15 0.250
H -2.65 3.69 -4.58 0.402
H -10.63 2.68 2.16 0.323
H 3.95 -0.45 5.39 0.222
H -10.61 3.38 0.54 0.291
H 2.90 -3.93 -3.60 0.364
H 2.91 -7.33 -0.30 0.508
H 5.16 -1.30 4.29 0.260
H 5.73 -0.23 5.50 0.332
H -3.63 2.26 -4.68 0.338
H 5.25 1.59 -5.67 0.358
H -0.86 -6.15 2.48 0.518
H 3.54 1.90 -0.50 -0.964
H 4.31 -5.45 -1.36 0.569
H -2.00 -4.27 2.79 0.431
H -4.31 5.51 -0.79 0.325
H 0.91 -7.42 1.65 0.484
H 6.61 2.08 1.74 0.383
H 5.35 2.96 2.63 0.393
H -2.42 1.88 1.46 0.767
H -3.00 0.74 -1.71 0.209
H 6.60 1.75 -4.46 0.398
H -1.59 0.60 -2.50 -0.035
H -5.31 5.31 -2.34 0.291
H 2.64 4.12 0.22 0.649
H 6.51 1.40 3.99 0.416
H -4.36 2.98 -2.36 0.330
H -4.30 0.73 2.13 0.367
H -8.29 2.01 0.15 0.350
H 0.35 3.23 2.61 0.229
H 0.66 4.08 1.18 0.340
H 5.80 3.18 -5.05 0.374
H 2.98 -6.05 -2.46 0.364
H -3.38 3.29 -0.88 0.286
H 2.61 -2.47 -2.71 0.167
H 1.39 4.69 2.58 0.250
H 3.86 0.74 -2.39 0.185
H 3.33 3.68 -4.33 0.408
H 0.95 3.40 -1.77 0.269
```

Properties
Frontier orbital gap (alpha / beta)   0.2734 / 0.2755 Eh
Energy relative to the best compared isomer or geometry (same formula, charge and spin)   5.352 eV
2S+1   7
LUMO (alpha / beta)   -0.020 / -0.018 hartree
⟨S²⟩   12.0082
Molecular weight   1241.9 Da
Maximum force   10.36 eV/A


2.
C26H67N16O31 | the ωB97M-V functional and the def2-TZVPD basis

Structure (XYZ):
```
140
Properties=species:S:1:pos:R:3:mulliken_charge:R:1
O -4.80 -2.44 -2.24 -0.588
O 5.02 3.62 -2.32 -0.484
O 6.12 -6.70 7.40 -0.540
O 4.47 -0.19 -5.26 -0.561
O -2.75 4.20 -3.79 -0.530
O 5.99 0.83 -8.84 -0.548
O -9.19 -1.36 0.32 -0.489
O 5.11 8.10 2.45 -0.523
O -6.66 3.82 -2.05 -0.554
O 6.98 3.78 -1.46 -0.520
O -1.46 0.25 -4.86 -0.494
O -2.92 2.16 -3.15 -0.367
O -2.87 -2.54 -1.31 -0.628
O 3.18 7.16 2.42 -0.541
O 2.06 3.09 -0.42 -0.524
O 5.36 0.01 -10.73 -0.504
O 1.29 3.40 -2.40 -0.577
O 5.01 -3.64 10.28 -0.492
O -8.49 -0.61 2.21 -0.564
O -3.41 0.14 -5.77 -0.590
O 2.19 8.53 -0.50 -0.590
O 1.18 -5.49 5.85 -0.526
O -5.74 2.45 -3.44 -0.474
O -6.00 -3.70 -8.10 -0.537
O -5.80 -1.66 -8.78 -0.533
O 4.16 -5.49 11.00 -0.498
O 2.32 -6.35 4.24 -0.488
O 3.26 7.59 -2.12 -0.568
O 3.13 1.42 -5.73 -0.510
O 4.18 -7.61 7.25 -0.576
O -2.00 0.09 2.60 -0.441
N 2.60 7.55 -1.10 0.996
N 3.90 8.14 2.49 0.886
N -3.72 -1.97 -1.98 1.112
N 1.98 2.81 -1.60 1.085
N 1.65 -6.44 5.24 0.912
N 6.02 4.25 -2.01 0.821
N -2.34 0.69 -5.58 0.930
N -5.11 -0.35 2.62 0.265
N 4.30 -4.28 11.03 0.840
N -8.77 -1.52 1.44 0.892
N 4.92 -6.65 7.41 0.970
N -5.85 -2.51 -7.91 0.899
N -2.79 3.35 -2.94 0.934
N -6.44 2.71 -2.49 0.929
N 5.87 -0.09 -9.64 0.855
N 4.24 0.95 -5.60 0.947
C -2.88 -0.93 2.88 0.397
C 5.41 1.83 -5.85 -0.657
C -7.11 1.58 -1.79 -0.748
C 2.28 6.22 -0.52 -0.386
C 1.12 -3.21 1.89 0.873
C -0.63 -0.15 2.97 -1.328
C -2.67 3.81 -1.53 -0.685
C -2.11 1.98 -6.28 -0.794
C -5.73 -2.04 -6.51 -0.524
C 6.41 -1.41 -9.22 -0.698
C 1.40 -7.79 5.80 -0.785
C -3.46 -1.64 1.63 -0.128
C -0.06 -2.25 1.62 -1.352
C -8.58 -2.92 1.92 -0.680
C -3.43 -0.62 -2.52 -0.331
C 3.55 -3.52 12.06 -0.712
C 3.24 9.46 2.61 -0.674
C 2.02 -2.77 3.06 -1.262
C 2.76 1.65 -2.10 -0.712
C 0.53 -4.60 2.20 -1.620
C -4.59 -0.67 1.27 -0.596
C 0.00 0.08 0.56 -1.752
C 6.04 5.70 -2.35 -0.512
C -4.19 -0.42 3.50 -0.723
C 4.28 -5.33 7.65 -0.486
C 0.22 -0.74 1.84 1.313
H -4.09 0.26 0.95 0.013
H 4.28 -3.00 12.67 0.285
H -4.41 -0.18 4.53 0.495
H 2.71 6.20 0.47 0.266
H -6.54 -1.33 -6.33 0.282
H 1.70 -3.32 0.97 0.338
H -9.21 -3.04 2.80 0.316
H 5.92 5.78 -3.43 0.286
H 1.47 -2.19 3.81 0.190
H -0.91 -2.60 2.21 0.133
H 5.04 2.81 -6.14 0.287
H 5.06 -4.59 7.78 0.333
H -2.18 1.78 -7.34 0.285
H -3.49 -0.69 -3.60 0.154
H 6.99 6.11 -2.02 0.323
H -2.88 2.66 -5.95 0.283
H 5.98 1.37 -6.65 0.251
H 2.70 5.45 -1.16 -0.029
H -5.31 -0.93 0.50 0.513
H 2.92 -2.81 11.54 0.284
H 0.19 -4.59 3.25 0.299
H 2.61 9.58 1.73 0.270
H -2.72 2.95 -0.88 0.131
H -6.77 1.60 -0.75 0.209
H -1.06 0.20 0.31 0.035
H 5.88 -1.70 -8.31 0.267
H -6.08 -0.10 2.81 0.250
H 1.29 -5.38 2.12 0.431
H 5.98 1.88 -4.93 0.280
H -3.49 4.50 -1.35 0.310
H 3.67 -5.43 8.54 0.155
H 1.88 -8.52 5.16 0.302
H 1.25 -0.56 2.14 0.561
H -1.72 4.32 -1.44 0.238
H 3.42 2.01 -2.88 0.190
H -8.18 1.75 -1.83 0.336
H 3.66 -5.10 6.79 0.124
H 4.01 10.22 2.65 0.292
H -2.74 -1.77 0.82 -0.163
H 2.97 -4.22 12.65 0.306
H -4.21 0.04 -2.14 0.107
H -0.22 0.83 3.25 0.510
H -7.53 -3.04 2.18 0.213
H 2.44 -3.66 3.54 0.367
H -1.12 2.34 -6.00 0.289
H 2.87 -2.19 2.71 0.314
H 0.47 1.06 0.69 0.471
H 1.82 -7.81 6.80 0.299
H 0.32 -7.94 5.83 0.295
H -6.83 0.65 -2.29 0.304
H -4.77 -1.54 -6.41 0.129
H -2.49 -1.70 3.56 0.603
H 0.51 -0.39 -0.29 0.570
H 6.23 -2.12 -10.02 0.319
H -5.80 -2.90 -5.85 0.314
H 1.19 6.13 -0.48 0.311
H -8.88 -3.59 1.13 0.315
H 7.47 -1.28 -9.02 0.277
H 3.32 1.23 -1.27 0.332
H -0.34 -4.82 1.59 0.370
H -2.45 -0.29 -2.21 0.209
H 2.05 0.93 -2.50 0.266
H -0.59 -0.78 3.87 0.428
H 5.20 6.17 -1.85 0.052
H 2.64 9.44 3.52 0.288
H -0.36 -2.38 0.57 0.313
H -3.90 -2.60 1.91 0.272
```

Properties
Charge   +1
Frontier orbital gap   0.2805 Eh
LUMO   -0.163 hartree
Molecular weight   1099.9 Da
Maximum force   1.39 eV/A


3.
C26H69ClN3O14 | the ωB97M-V functional and the def2-TZVPD basis

Structure (XYZ):
```
113
Properties=species:S:1:pos:R:3:mulliken_charge:R:1
Cl -0.79 1.37 -0.65 1.415
O -2.53 5.48 -3.65 -0.377
O -1.95 1.39 -1.46 -0.689
O 1.39 5.17 -1.52 -0.499
O -0.80 0.26 0.23 -0.401
O 0.47 -2.37 4.07 -0.436
O -1.32 -6.72 4.62 -0.286
O -0.88 2.49 0.22 -0.476
O 4.27 0.47 -5.23 -0.279
O 4.07 -2.95 0.04 -0.345
O -2.81 -2.21 2.53 -0.479
O 0.39 1.41 -1.53 -0.704
O 1.46 2.64 2.71 -0.602
O -4.62 2.60 2.28 -0.442
O -0.44 -2.53 -0.92 -0.260
N 2.36 -1.41 -2.94 0.102
N -4.31 5.35 -0.40 -0.431
N -1.65 -4.85 2.11 -0.126
C 2.67 -2.41 -1.95 -0.695
C -1.96 -3.63 -2.49 -1.452
C -4.47 3.11 0.98 -0.013
C 5.47 -3.08 -0.04 -0.826
C -2.65 4.25 -4.48 -0.610
C -4.02 4.64 0.85 -0.535
C 3.87 2.29 2.68 -1.336
C 3.22 6.58 -0.58 -1.060
C 2.40 -1.59 2.78 -0.948
C -3.64 5.65 -2.75 -0.882
C -0.82 -7.75 5.60 -0.814
C -2.39 -2.61 1.29 0.506
C -3.47 2.57 3.05 -0.604
C -3.25 -0.93 2.58 -0.690
C 2.57 2.56 1.88 0.704
C -1.10 -2.42 -2.13 0.328
C 3.52 -1.91 -0.79 0.218
C -3.41 4.89 -1.46 0.100
C -2.48 -4.12 1.13 -1.194
C 4.23 0.93 -6.58 -0.781
C 1.72 6.39 -0.76 -0.204
C 3.09 0.03 -4.64 -0.559
C -2.08 -6.24 2.27 -0.836
C -1.27 -7.21 3.24 -0.461
C 0.98 -1.34 3.26 0.319
C 3.52 -0.95 -3.57 -0.652
H 5.77 -3.46 -1.01 0.304
H -3.94 -0.85 1.74 0.418
H 1.00 -0.39 3.79 0.264
H -2.89 -2.14 0.45 0.497
H -3.94 -0.86 3.43 0.415
H 2.47 -0.53 -5.34 0.305
H 2.73 3.43 1.25 0.003
H 3.69 1.87 -6.70 0.281
H -2.32 -4.60 0.16 0.445
H -1.71 3.71 -4.32 0.224
H -3.55 -4.27 1.25 0.417
H 2.38 0.78 -4.30 0.371
H 5.30 1.01 -6.78 0.250
H -5.21 5.03 -0.74 0.301
H 4.68 2.20 1.95 0.359
H -0.30 -2.37 -2.87 0.301
H -4.63 5.39 -3.12 0.416
H -2.57 2.18 2.57 0.082
H -4.52 5.38 1.48 0.236
H 2.22 -2.38 2.06 0.303
H -3.68 2.04 3.99 0.294
H 1.09 6.29 0.13 0.324
H 0.35 -1.17 2.39 -0.206
H 1.09 -2.53 4.79 0.276
H -2.54 -0.11 2.57 0.072
H -1.65 -8.42 5.80 0.307
H 3.97 1.31 3.15 0.302
H 4.33 -1.26 -1.12 0.488
H 4.26 -0.48 -2.91 0.239
H -1.68 -8.22 3.23 0.372
H 3.68 5.66 -0.22 0.248
H 2.31 1.70 1.25 -0.064
H -3.67 6.73 -2.59 0.354
H -1.38 -4.54 -2.34 0.311
H -3.10 -6.07 2.62 0.410
H -0.24 -7.25 2.88 0.296
H -2.11 -6.77 1.32 0.353
H -2.95 4.76 1.05 0.367
H -3.42 3.62 -4.02 0.299
H -3.71 2.50 0.50 -0.047
H 3.17 -3.24 -2.44 0.432
H 3.86 0.21 -7.31 0.336
H 3.49 7.35 0.15 0.330
H 1.83 -3.03 -1.64 0.017
H -2.42 5.24 -1.16 0.086
H -2.90 4.47 -5.51 0.242
H 0.04 -8.39 5.43 0.314
H -1.61 -1.46 -2.18 0.138
H 1.86 -0.62 -2.54 0.080
H 3.09 -1.91 3.56 0.509
H -2.85 -3.70 -1.87 0.275
H -3.58 3.84 -1.71 0.220
H 6.03 -2.24 0.37 0.312
H -5.34 2.83 0.39 0.362
H 2.83 -0.65 2.42 -0.073
H -0.66 -7.19 6.52 0.261
H 0.70 2.64 2.12 0.242
H -0.27 -1.63 -0.63 -0.127
H 0.67 4.70 -1.07 0.248
H 2.78 -1.39 -0.19 -0.265
H -0.75 -5.01 1.70 0.162
H 3.59 6.99 -1.52 0.299
H 5.62 -3.94 0.61 0.289
H -3.18 3.61 3.19 0.372
H 4.04 -1.84 -3.91 0.407
H -1.30 -2.52 1.31 -0.435
H 4.09 3.05 3.43 0.359
H 1.39 7.24 -1.36 0.295
H -2.37 -3.60 -3.50 0.418
```

Properties
Charge   -1
Frontier orbital gap   0.3263 Eh
Energy relative to the best compared isomer or geometry (same formula, charge and spin)   2.956 eV
LUMO   0.094 hartree
Molecular weight   683.3 Da
Maximum force   3.32 eV/A


4.
C26H70BO11 | the ωB97M-V functional and the def2-TZVPD basis

Structure (XYZ):
```
108
Properties=species:S:1:pos:R:3:mulliken_charge:R:1
O -2.67 -0.30 -3.15 -0.380
O 0.63 -1.89 -7.45 -0.478
O -3.50 -3.58 -4.72 -0.290
O 3.01 3.38 1.84 -0.560
O 3.97 0.38 10.69 -0.481
O -5.06 -2.98 -6.67 -0.359
O -2.66 2.82 0.94 -0.771
O 7.49 1.01 -0.63 -0.486
O -0.53 0.78 3.29 -0.332
O -0.34 2.03 1.07 -0.482
O -6.04 -0.03 -4.06 -0.475
C -2.22 2.68 2.37 -0.293
C 1.65 1.16 4.56 0.919
C -5.28 -3.04 -9.06 -1.120
C -4.22 -4.50 -3.91 -0.259
C 1.34 -4.18 -7.21 -1.036
C 0.41 -3.22 -7.92 -0.147
C -1.16 1.45 2.14 -0.174
C -5.46 -4.96 -4.63 -1.060
C -1.85 -1.45 -3.32 -0.137
C 3.38 0.85 11.89 -0.121
C 1.77 1.99 7.20 0.411
C 7.61 1.79 -1.81 -0.196
C 7.27 0.95 -3.03 -1.009
C 4.27 1.88 12.55 -1.060
C 1.28 1.32 8.65 -0.885
C 3.29 2.59 7.48 -1.025
C 1.83 0.73 6.13 -0.992
C -6.33 0.23 -2.70 0.004
C -7.35 1.34 -2.58 -1.172
C 0.13 1.74 4.19 -0.332
C 4.39 2.20 0.26 -1.000
C 3.83 2.23 1.67 0.204
C -4.94 -2.20 -7.85 -0.364
C -1.53 1.68 -1.23 -0.256
C 2.01 -0.20 3.67 -1.309
C -1.29 -1.48 -4.73 -0.398
B -1.40 2.59 0.16 0.973
H -5.62 -1.35 -7.77 0.308
H 1.33 -1.08 4.11 0.353
H -7.58 1.55 -1.53 0.344
H -6.72 -0.69 -2.25 0.281
H 5.25 1.44 12.79 0.323
H 5.03 1.32 0.12 0.265
H 2.41 2.04 4.32 0.038
H -6.12 -4.11 -4.86 0.222
H -3.91 -1.82 -7.91 0.233
H -2.35 2.12 -1.98 -0.048
H 1.06 2.15 9.47 0.312
H 1.03 -0.08 6.45 0.231
H -6.02 -5.68 -4.02 0.428
H 3.33 3.22 8.47 0.264
H -5.40 0.49 -2.18 0.140
H 6.25 0.56 -2.95 0.270
H -4.47 -4.02 -2.96 0.281
H 1.19 -5.20 -7.56 0.317
H -0.71 -0.58 -4.93 0.335
H -2.10 -1.52 -5.46 -0.154
H -2.44 -2.34 -3.11 -0.095
H -6.97 2.26 -3.04 0.348
H 4.46 2.72 11.88 0.269
H -1.22 3.66 -0.29 -0.405
H 0.23 2.83 3.75 0.217
H -3.08 2.58 3.15 0.175
H -1.72 3.74 2.54 0.174
H -1.83 0.56 -1.03 -0.074
H -4.45 -3.73 -6.75 0.255
H 2.41 1.30 11.64 0.230
H -6.30 -3.43 -8.99 0.263
H 1.18 -4.14 -6.13 0.268
H 2.39 -3.90 -7.38 0.338
H 0.58 -3.23 -9.00 0.339
H 2.90 0.22 6.25 0.250
H -5.19 -2.45 -9.98 0.380
H 4.83 -0.02 10.93 0.273
H 3.83 2.25 13.48 0.322
H 7.93 0.09 -3.10 0.317
H 8.10 0.26 -0.71 0.277
H 1.83 -0.03 2.51 0.197
H 4.06 1.70 7.61 0.220
H -1.04 -1.39 -2.59 0.419
H 8.64 2.17 -1.87 0.295
H -0.49 1.72 5.21 0.160
H 3.24 1.34 1.88 -0.161
H 6.93 2.64 -1.73 0.248
H 0.36 0.63 8.41 0.305
H -5.21 -5.44 -5.58 0.249
H -3.40 -0.37 -3.80 0.213
H -0.63 -3.48 -7.72 0.151
H -4.09 -2.82 -4.89 0.216
H 3.70 3.27 6.61 0.298
H -0.65 -2.36 -4.87 0.163
H 1.55 -1.66 -7.63 0.281
H 3.20 0.00 12.55 0.274
H -3.56 -5.35 -3.70 0.307
H -1.78 0.62 1.57 0.202
H 1.05 2.85 6.84 0.206
H 3.12 -0.52 3.92 0.303
H -0.51 1.72 -1.83 0.050
H 7.36 1.54 -3.94 0.314
H 2.16 0.59 8.99 0.078
H -8.27 1.08 -3.10 0.283
H 4.64 2.29 2.40 0.334
H -5.69 0.79 -4.45 0.269
H 2.29 3.31 1.19 0.300
H 4.97 3.10 0.06 0.246
H 3.58 2.17 -0.47 0.321
H -4.61 -3.91 -9.13 0.326
```

Properties
Charge   -1
Frontier orbital gap   0.2026 Eh
LUMO   0.078 hartree
Molecular weight   569.6 Da
Maximum force   3.30 eV/A